Entry 1:
{"formula": "C13H13Cl2N3O", "method": "wB97M-V/def2-TZVPD", "gap_ev": 9.243, "homo_energy_ev": -8.87, "symbols": ["O", "C", "N", "C", "C", "C", "N", "C", "C", "N", "C", "C", "C", "C", "Cl", "C", "C", "Cl", "C", "H", "H", "H", "H", "H", "H", "H", "H", "H", "H", "H", "H", "H"], "positions_angstrom": [[1.690, -0.349, -1.703], [0.916, -0.798, -0.880], [1.302, -1.074, 0.388], [2.608, -0.706, 0.880], [2.548, 0.435, 1.900], [2.002, 1.742, 1.314], [0.598, 1.678, 1.004], [-0.417, 1.375, 1.870], [-1.569, 1.438, 1.141], [-1.285, 1.775, -0.144], [0.010, 1.912, -0.193], [-0.517, -1.072, -1.218], [-1.482, -1.470, -0.299], [-2.793, -1.621, -0.716], [-3.989, -2.093, 0.433], [-3.171, -1.397, -2.029], [-2.197, -1.010, -2.936], [-2.640, -0.729, -4.575], [-0.882, -0.844, -2.542], [0.634, -1.408, 1.061], [3.081, -1.579, 1.340], [3.192, -0.404, 0.007], [3.559, 0.620, 2.266], [1.935, 0.131, 2.751], [2.534, 1.981, 0.389], [2.172, 2.552, 2.034], [-0.245, 1.167, 2.906], [-2.578, 1.265, 1.456], [0.564, 2.175, -1.072], [-1.258, -1.651, 0.740], [-4.198, -1.513, -2.336], [-0.123, -0.527, -3.239]], "forces_ev_per_a": [[0.118, 0.189, -0.285], [-0.017, -0.286, 0.251], [-0.074, -0.256, 0.163], [0.225, 0.100, 0.178], [-0.087, 0.001, -0.418], [0.526, -0.047, 0.343], [-0.327, 0.173, -0.087], [-0.162, -0.078, 0.247], [0.097, -0.003, 0.208], [-0.309, 0.181, -0.490], [0.032, 0.184, -0.062], [-0.394, -0.071, -0.313], [0.076, -0.056, -0.151], [0.261, 0.061, -0.217], [-0.219, -0.076, 0.212], [0.098, 0.046, 0.034], [0.123, -0.079, 0.444], [-0.085, 0.057, -0.311], [0.064, -0.032, 0.079], [-0.043, 0.049, -0.142], [0.025, 0.082, -0.098], [0.000, -0.105, 0.146], [0.003, 0.006, 0.076], [0.056, 0.032, 0.100], [-0.044, 0.038, 0.074], [-0.001, -0.056, -0.180], [0.060, -0.040, 0.204], [-0.195, -0.058, 0.172], [0.263, 0.026, -0.171], [-0.006, 0.008, 0.075], [-0.078, -0.017, -0.018], [0.014, 0.026, -0.060]], "lowdin_charge": [0.056, -0.463, 0.079, -0.169, -0.154, -0.132, -0.091, -0.081, -0.158, 0.077, -0.184, -0.130, -0.074, -0.661, 0.687, -0.119, -0.654, 0.697, -0.038, 0.124, 0.122, 0.122, 0.114, 0.104, 0.133, 0.128, 0.111, 0.097, 0.133, 0.100, 0.107, 0.119]}

=====

Entry 2:
{"formula": "C13H13ClN4O", "method": "wB97M-V/def2-TZVPD", "gap_ev": 8.478, "homo_energy_ev": -7.95, "symbols": ["N", "C", "C", "O", "C", "C", "C", "N", "C", "N", "C", "C", "Cl", "C", "N", "C", "C", "C", "C", "H", "H", "H", "H", "H", "H", "H", "H", "H", "H", "H", "H", "H"], "positions_angstrom": [[4.332, -1.019, 0.214], [3.800, -0.752, -1.142], [2.885, -1.902, -1.581], [1.506, -1.757, -0.979], [1.147, -0.661, -0.281], [-0.103, -0.656, 0.414], [-0.565, 0.492, 1.140], [-1.833, 0.657, 1.753], [-2.965, 0.511, 1.072], [-3.171, 0.795, -0.222], [-4.407, 0.615, -0.745], [-5.336, -0.036, 0.132], [-6.962, -0.600, -0.215], [-5.123, 0.020, 1.496], [-3.886, 0.150, 1.921], [0.139, 1.707, 1.010], [1.330, 1.736, 0.353], [1.852, 0.586, -0.287], [3.027, 0.638, -1.247], [5.092, -1.754, 0.238], [3.565, -1.273, 0.810], [4.634, -0.715, -1.885], [2.766, -2.019, -2.711], [3.329, -2.876, -1.269], [-0.680, -1.558, 0.274], [-1.976, 1.451, 2.433], [-4.705, 0.804, -1.814], [-5.894, -0.107, 2.320], [-0.174, 2.531, 1.637], [1.955, 2.666, 0.388], [2.757, 0.907, -2.301], [3.660, 1.419, -0.926]], "forces_ev_per_a": [[1.172, 0.031, -0.810], [0.180, 0.161, -0.872], [-0.958, 0.172, -0.666], [1.275, -0.840, -0.589], [-0.867, 2.977, 1.102], [0.245, 0.543, 0.404], [0.586, 0.937, -2.156], [3.175, 0.763, 1.130], [-2.200, -0.685, -1.584], [-0.353, 0.642, -1.014], [-0.265, -2.322, 1.659], [-1.336, 1.465, -0.522], [0.267, 0.293, -0.863], [0.323, -0.743, 1.027], [-2.310, 0.416, 1.392], [0.262, -1.177, 1.295], [1.884, -0.164, -0.425], [-0.558, -0.762, -1.302], [-0.020, -1.483, 0.466], [-1.548, 1.156, -0.196], [-0.066, -0.235, 0.435], [-0.386, -0.086, 0.725], [-0.179, 0.621, 1.412], [-0.673, 0.680, 0.235], [-0.370, -0.091, 0.443], [0.926, -1.595, -0.857], [0.859, -0.032, 1.240], [0.735, -0.118, -1.568], [-0.151, 0.269, -0.332], [-0.661, -0.943, -0.345], [-0.073, -0.661, 0.765], [1.087, 0.811, 0.371]], "lowdin_charge": [0.036, -0.355, -0.092, -0.037, -0.240, 0.078, -0.211, 0.066, -0.463, 0.149, -0.085, -0.627, 0.624, -0.185, 0.126, -0.061, -0.045, -0.161, -0.087, 0.101, 0.060, 0.142, 0.136, 0.121, 0.113, 0.175, 0.129, 0.134, 0.105, 0.129, 0.135, 0.088]}

=====

Entry 3:
{"formula": "C13H13ClN4O", "method": "wB97M-V/def2-TZVPD", "gap_ev": 8.369, "homo_energy_ev": -7.85, "symbols": ["N", "C", "C", "O", "C", "C", "C", "N", "C", "N", "C", "C", "Cl", "C", "N", "C", "C", "C", "C", "H", "H", "H", "H", "H", "H", "H", "H", "H", "H", "H", "H", "H"], "positions_angstrom": [[2.552, 3.447, -1.581], [3.000, 2.052, -1.562], [3.019, 1.351, -0.163], [1.662, 1.307, 0.360], [0.709, 0.751, -0.420], [-0.448, 0.258, 0.226], [-1.329, -0.464, -0.462], [-2.482, -0.792, 0.136], [-2.547, -1.335, 1.397], [-1.901, -0.808, 2.434], [-2.053, -1.458, 3.548], [-2.739, -2.601, 3.676], [-2.837, -3.390, 5.218], [-3.378, -3.102, 2.585], [-3.282, -2.481, 1.436], [-1.081, -0.692, -1.866], [-0.069, -0.039, -2.536], [0.879, 0.636, -1.801], [2.163, 1.090, -2.411], [3.284, 4.097, -1.298], [1.724, 3.514, -0.908], [4.001, 2.027, -1.919], [3.470, 0.370, -0.283], [3.684, 1.824, 0.554], [-0.557, 0.594, 1.274], [-3.055, -1.342, -0.523], [-1.513, -1.133, 4.416], [-3.906, -4.025, 2.695], [-1.818, -1.200, -2.448], [0.086, -0.158, -3.622], [2.823, 0.204, -2.791], [1.942, 1.499, -3.361]], "forces_ev_per_a": [[-1.783, -0.569, 1.175], [-0.430, -0.768, 1.134], [-0.540, 0.743, -0.896], [1.357, 0.432, 0.689], [-0.334, -0.962, -0.893], [3.161, 2.599, 1.497], [1.631, 0.933, -2.942], [-2.927, -1.973, -0.587], [-0.564, -1.457, 0.270], [-0.396, 0.719, -1.661], [1.391, 0.418, 1.424], [-0.768, -1.167, 1.350], [0.001, -0.063, -0.030], [0.057, 0.038, -0.195], [-0.024, 0.669, -0.612], [-1.000, 0.707, 0.747], [-0.130, -0.980, 0.002], [1.117, 0.235, 1.265], [1.306, -1.009, -1.093], [-0.290, -0.341, 0.160], [1.593, 0.256, -1.220], [0.972, 0.024, -0.466], [-0.478, -0.582, -0.101], [-0.522, 0.544, 0.300], [-0.139, -0.611, -0.856], [0.059, 0.314, 0.921], [0.222, 0.596, 0.321], [-0.494, -0.465, -0.422], [-0.479, -0.476, -0.182], [-0.279, 0.018, 0.637], [-0.960, 1.101, 1.279], [-0.330, 1.077, -1.015]], "lowdin_charge": [0.044, -0.363, -0.105, -0.034, -0.214, 0.043, -0.293, 0.110, -0.335, 0.158, -0.174, -0.659, 0.675, -0.152, 0.146, -0.010, -0.044, -0.183, -0.124, 0.069, 0.108, 0.121, 0.122, 0.119, 0.127, 0.152, 0.113, 0.109, 0.093, 0.129, 0.156, 0.096]}

=====

Entry 4:
{"formula": "C13H13IrN2O9", "method": "wB97M-V/def2-TZVPD", "multiplicity": 2, "gap_ev": [7.307, 6.133], "charge": 1, "homo_energy_ev": [-13.30, -13.40], "symbols": ["Ir", "O", "C", "C", "N", "C", "C", "O", "O", "C", "C", "O", "O", "H", "H", "H", "H", "H", "H", "H", "H", "H", "O", "C", "O", "C", "C", "C", "C", "C", "C", "N", "O", "O", "H", "H", "H", "H"], "positions_angstrom": [[-0.742, -0.604, 0.816], [-2.698, -1.086, 0.496], [-3.477, -0.776, -0.687], [-3.438, 0.720, -0.904], [-2.134, 1.210, -1.346], [-1.689, 2.474, -0.911], [-1.061, 2.482, 0.579], [-0.663, 3.530, 0.978], [-1.144, 1.370, 1.215], [-1.432, 0.585, -2.433], [0.012, 0.189, -2.063], [0.887, 0.297, -2.869], [0.249, -0.319, -0.868], [-2.779, -2.036, 0.710], [-4.505, -1.083, -0.501], [-3.084, -1.352, -1.523], [-3.695, 1.238, 0.020], [-4.186, 0.980, -1.663], [-2.522, 3.176, -0.842], [-0.924, 2.856, -1.584], [-1.329, 1.276, -3.270], [-1.939, -0.321, -2.757], [0.938, -4.229, 0.999], [0.713, -3.064, 1.097], [-0.562, -2.577, 1.051], [1.738, -1.976, 1.215], [3.026, -2.203, 0.765], [3.956, -1.171, 0.773], [3.573, 0.077, 1.233], [2.302, 0.347, 1.700], [1.405, -0.712, 1.703], [4.567, 1.178, 1.232], [4.149, 2.289, 1.467], [5.713, 0.881, 0.993], [3.281, -3.185, 0.390], [4.967, -1.316, 0.418], [2.053, 1.329, 2.077], [0.474, -0.474, 2.291]], "forces_ev_per_a": [[0.022, -0.651, 0.292], [-0.449, -0.153, -0.383], [-0.199, 0.118, 0.069], [0.202, -0.111, -0.006], [-0.175, 0.281, -0.053], [-0.112, -0.164, -0.335], [0.121, -0.080, 0.424], [-0.070, 0.072, -0.346], [0.086, -0.264, -0.094], [0.252, -0.083, 0.156], [0.123, -0.074, 0.100], [-0.143, 0.008, -0.046], [0.115, -0.092, 0.425], [0.141, 0.043, -0.130], [0.022, 0.020, 0.040], [-0.022, 0.002, -0.012], [-0.018, -0.018, -0.003], [0.036, -0.006, -0.022], [0.025, 0.014, 0.149], [0.018, 0.054, 0.069], [-0.137, -0.004, -0.019], [-0.054, 0.076, -0.101], [0.271, 0.185, 0.128], [-0.970, 0.047, -0.157], [0.299, 0.685, -0.259], [0.468, -0.388, 0.137], [-0.048, -0.064, -0.078], [-0.118, -0.012, 0.048], [-0.048, 0.181, 0.089], [0.477, -0.097, -0.165], [-0.733, 0.736, -0.175], [-0.009, -0.011, -0.030], [-0.041, 0.047, 0.040], [0.062, -0.037, -0.037], [0.015, 0.008, -0.011], [0.010, -0.005, 0.015], [-0.054, 0.012, -0.048], [0.635, -0.275, 0.331]], "lowdin_charge": [1.522, -0.167, -0.126, -0.083, -0.071, -0.013, -0.559, 0.182, -0.164, -0.025, -0.548, 0.167, -0.136, 0.136, 0.151, 0.131, 0.151, 0.165, 0.162, 0.156, 0.159, 0.138, 0.175, -0.510, -0.194, -0.133, 0.052, 0.079, -0.096, 0.051, -0.158, -0.347, 0.107, 0.116, 0.142, 0.139, 0.141, 0.107]}